[1]
Here is 2 unconnected molecules or ions with the total composition C3H5NO from the OMol25 dataset. Energies are from the ωB97M-V functional and the def2-TZVPD basis.

Values from the calculation:
- ΔE to the lowest compared entry with this formula, charge and spin (kcal/mol) = 123.0
- charge = 0
- E (Ha) = -247.111224
- LUMO level (eV) = -0.98
- frontier orbital gap (eV) = 8.40

```
10
Properties=species:S:1:pos:R:3:lowdin_charge:R:1
O -0.31 0.35 1.91 -0.0326
C -1.18 1.17 1.58 -0.4054
C -1.52 0.99 0.24 0.2354
C 1.20 -1.34 -1.42 -0.1149
N 0.74 -0.36 -0.77 0.0262
H -1.72 1.81 2.30 0.1171
H -0.91 1.37 -0.58 0.0191
H 1.07 -1.36 -2.51 0.0583
H 1.73 -2.20 -0.99 0.0668
H 0.88 -0.45 0.24 0.0299
```

[2]
Here is 12 unconnected molecules or ions with the total composition C16H56O20 at a distorted geometry from the OMol25 dataset. Energies are from the ωB97M-V functional and the def2-TZVPD basis.

Values from the calculation:
- ΔE to the lowest compared entry with this formula, charge and spin (kcal/mol) = 69.6
- structure (SMILES) = OCCO.OCCO.OCCO.OCCO.OCCO.OCCO.OCCO.OCCO.O.O.O.O
- charge = 0
- E (Ha) = -2147.782612
- LUMO level (eV) = 0.14
- frontier orbital gap (eV) = 9.60

```
92
Properties=species:S:1:pos:R:3:lowdin_charge:R:1
O 0.87 6.69 0.54 -0.0598
C 1.26 5.33 0.55 -0.2336
C 0.03 4.44 0.51 -0.2044
O 0.29 3.05 0.75 -0.0890
H 0.77 6.98 1.49 0.1213
H 1.82 5.09 -0.38 0.1389
H 1.90 5.16 1.34 0.0893
H -0.38 4.60 -0.49 0.1047
H -0.84 4.70 1.12 0.1260
H -0.40 2.67 1.28 0.0799
O 0.33 5.06 4.79 -0.0795
C -0.18 3.82 4.31 -0.2233
C 0.99 2.91 3.83 -0.2108
O 0.62 1.57 3.62 -0.0644
H -0.16 5.25 5.62 0.1084
H -0.59 3.36 5.22 0.1247
H -0.91 4.01 3.55 0.1023
H 1.75 2.90 4.63 0.1318
H 1.56 3.35 2.99 0.1160
H 0.38 1.20 4.45 0.0977
O -1.30 -4.40 7.20 -0.0909
C -0.38 -3.38 6.83 -0.2461
C -0.25 -3.18 5.27 -0.2627
O 0.65 -2.18 4.96 -0.0691
H -0.89 -5.21 6.81 0.1011
H -0.58 -2.52 7.44 0.1108
H 0.52 -3.79 7.21 0.0974
H -1.26 -3.10 4.78 0.1311
H 0.21 -4.12 4.91 0.1086
H 0.86 -2.30 4.04 0.0206
O 1.54 -3.80 -5.30 -0.0378
C 1.22 -3.39 -3.99 -0.2436
C 2.48 -2.96 -3.25 -0.1841
O 2.03 -2.41 -2.02 -0.0912
H 1.74 -3.09 -5.88 0.0349
H 0.53 -2.55 -3.94 0.1127
H 0.73 -4.10 -3.37 0.0986
H 2.93 -2.25 -3.86 0.0937
H 3.27 -3.70 -3.11 0.1302
H 1.40 -2.94 -1.50 0.0411
O 1.09 -0.14 -1.42 -0.1132
C 0.76 -0.32 0.01 -0.1905
C 1.96 -0.07 0.89 -0.1402
O 1.61 -0.56 2.22 -0.0736
H 1.54 -0.96 -1.69 0.0221
H 0.05 0.45 0.12 0.0832
H 0.20 -1.24 0.21 0.1026
H 1.97 1.00 0.89 0.1027
H 2.88 -0.46 0.55 0.1192
H 1.35 0.18 2.73 0.0110
O 1.46 -1.20 -6.50 -0.0729
C 1.26 0.19 -6.24 -0.2063
C 1.43 0.46 -4.78 -0.2568
O 1.13 1.80 -4.48 -0.0473
H 1.09 -1.39 -7.34 0.0682
H 1.99 0.80 -6.88 0.1491
H 0.22 0.37 -6.52 0.1255
H 2.44 0.22 -4.44 0.1226
H 0.74 -0.20 -4.18 0.1227
H 1.35 1.97 -3.58 0.0192
O -2.93 -1.03 0.38 -0.0661
C -3.26 -2.13 -0.37 -0.2315
C -2.30 -2.20 -1.55 -0.2311
O -2.27 -3.53 -1.95 -0.0391
H -3.57 -0.32 0.19 0.1081
H -3.25 -2.92 0.30 0.1129
H -4.28 -2.00 -0.59 0.1164
H -1.32 -1.79 -1.24 0.1126
H -2.64 -1.55 -2.35 0.1194
H -2.53 -3.55 -2.85 0.0968
O -1.63 1.32 -3.41 -0.0508
C -2.25 1.25 -2.15 -0.2369
C -2.61 2.70 -1.82 -0.2096
O -3.44 2.87 -0.67 -0.0770
H -0.83 1.77 -3.26 0.0264
H -3.11 0.51 -2.23 0.1309
H -1.53 0.74 -1.64 0.0598
H -3.17 3.25 -2.61 0.1350
H -1.74 3.37 -1.69 0.1079
H -4.15 2.25 -0.80 0.0613
O 0.98 2.50 -1.76 -0.0565
H 1.08 1.52 -1.59 0.0181
H 0.85 2.76 -0.86 -0.0267
O 0.25 -3.88 -0.64 -0.0021
H -0.63 -3.68 -0.93 0.0118
H 0.34 -4.72 -0.23 0.0668
O -1.21 -0.81 2.83 -0.0119
H -0.77 0.00 2.93 -0.0186
H -1.56 -0.98 1.96 0.0042
O 0.54 -3.20 2.27 -0.0325
H 1.05 -3.86 1.79 0.0460
H 0.80 -2.32 2.04 -0.0228
```

[3]
Here is 2 unconnected molecules or ions with the total composition C3H4Cl2O at a distorted geometry from the OMol25 dataset. Energies are from the ωB97M-V functional and the def2-TZVPD basis.

Values from the calculation:
- ΔE to the lowest compared entry with this formula, charge and spin (kcal/mol) = 86.6
- charge = 0
- E (Ha) = -1112.200656
- LUMO level (spin up / spin down) (eV) = -0.29 / -0.28
- frontier orbital gap (spin up / spin down) (eV) = 8.09 / 8.14

```
10
Properties=species:S:1:pos:R:3:lowdin_charge:R:1
C -0.28 -0.45 0.21 -0.1922
C -1.80 0.05 0.32 -0.0230
C 1.90 0.28 -0.64 -1.1309
O -0.05 -1.54 0.65 -0.0077
Cl 2.26 1.69 0.24 0.5298
Cl 2.57 -1.21 -0.20 0.6218
H 2.06 0.62 -1.72 0.0347
H -1.91 1.10 0.60 0.0698
H -2.30 -0.55 1.04 0.0534
H -2.46 0.01 -0.49 0.0444
```

[4]
Here is C16H26N2O2 in the gas phase from the OMol25 dataset. Energies are from the ωB97M-V functional and the def2-TZVPD basis.

Values from the calculation:
- ΔE to the lowest compared entry with this formula, charge and spin (kcal/mol) = 32.0
- structure (SMILES) = C=CCCC(=O)N1CCC(CCC(=O)NC2CC2)CC1
- charge = 0
- E (Ha) = -885.256273
- LUMO level (eV) = 0.82
- frontier orbital gap (eV) = 9.94

```
46
Properties=species:S:1:pos:R:3:lowdin_charge:R:1
C -1.60 1.93 -1.11 0.0052
C -2.22 1.29 -2.08 -0.1951
C -3.61 0.75 -1.99 -0.1918
C -3.64 -0.78 -2.03 -0.0972
C -3.02 -1.33 -0.76 -0.4621
O -3.63 -1.22 0.29 0.0464
N -1.81 -1.92 -0.80 -0.0430
C -0.90 -2.05 -1.91 -0.1388
C 0.37 -1.22 -1.67 -0.1345
C 1.04 -1.63 -0.36 -0.3251
C 2.32 -0.83 -0.09 -0.1439
C 2.14 0.69 -0.12 -0.1054
C 3.38 1.35 0.44 -0.4995
O 4.33 1.68 -0.24 0.0581
N 3.39 1.55 1.79 0.1019
C 2.34 1.27 2.71 -0.3157
C 2.21 2.14 3.92 -0.0963
C 1.19 2.24 2.83 -0.1031
C 0.02 -1.52 0.77 -0.1312
C -1.21 -2.36 0.45 -0.1326
H -0.60 2.31 -1.22 0.0511
H -2.08 2.12 -0.16 0.0665
H -1.72 1.11 -3.03 0.1078
H -4.20 1.14 -2.82 0.1147
H -4.07 1.08 -1.05 0.1151
H -4.68 -1.11 -2.03 0.1236
H -3.17 -1.15 -2.94 0.0963
H -1.36 -1.75 -2.84 0.1070
H -0.62 -3.11 -2.00 0.1302
H 1.05 -1.35 -2.51 0.1266
H 0.08 -0.17 -1.62 0.0866
H 1.33 -2.69 -0.45 0.1448
H 3.08 -1.10 -0.82 0.1252
H 2.70 -1.13 0.89 0.1149
H 2.04 1.02 -1.16 0.1228
H 1.27 0.99 0.45 0.0924
H 4.22 1.99 2.15 0.1519
H 2.11 0.22 2.82 0.1341
H 1.93 1.67 4.86 0.0999
H 2.91 2.95 4.03 0.1029
H 0.20 1.85 3.01 0.0975
H 1.21 3.12 2.21 0.1066
H 0.46 -1.87 1.71 0.1194
H -0.29 -0.48 0.90 0.1154
H -1.97 -2.26 1.23 0.1195
H -0.93 -3.42 0.35 0.1310
```

[5]
Here is C5H12OS in the gas phase at a distorted geometry from the OMol25 dataset. Energies are from the ωB97M-V functional and the def2-TZVPD basis.

Values from the calculation:
- ΔE to the lowest compared entry with this formula, charge and spin (kcal/mol) = 38.8
- structure (SMILES) = CSCCCCO
- charge = 0
- E (Ha) = -671.071425
- LUMO level (eV) = 0.92
- frontier orbital gap (eV) = 9.45

```
19
Properties=species:S:1:pos:R:3:lowdin_charge:R:1
C 0.25 -3.22 0.22 -0.4238
S 0.43 -1.52 0.95 0.7668
C 0.20 -0.62 -0.67 -0.4731
C 0.94 0.72 -0.55 -0.3067
C 0.36 1.60 0.59 -0.2828
C -1.10 1.75 0.58 -0.2389
O -1.60 1.98 -0.82 -0.0812
H 0.04 -3.88 1.07 0.0105
H 1.29 -3.45 -0.15 0.0368
H -0.50 -3.45 -0.59 0.0581
H -0.85 -0.55 -0.96 0.0667
H 0.74 -1.33 -1.48 0.1171
H 0.93 1.46 -1.46 0.1337
H 2.03 0.63 -0.45 0.1015
H 0.72 1.11 1.52 0.0882
H 0.99 2.58 0.64 0.1433
H -1.32 2.56 1.36 0.1477
H -1.56 0.82 0.80 0.0860
H -2.00 2.82 -0.61 0.0501
```

[6]
Here is a gas-phase ion, C2H3O3Si (charge -1) at a distorted geometry from the OMol25 dataset. Energies are from the ωB97M-V functional and the def2-TZVPD basis.

Values from the calculation:
- ΔE to the lowest compared entry with this formula, charge and spin (kcal/mol) = 33.0
- structure (SMILES) = O=C=C([O-])O[SiH3]
- charge = -1
- E (Ha) = -593.194403
- LUMO level (spin up / spin down) (eV) = 3.69 / 3.69
- frontier orbital gap (spin up / spin down) (eV) = 5.70 / 5.70

```
9
Properties=species:S:1:pos:R:3:lowdin_charge:R:1
O -1.58 -2.38 0.88 -0.0083
C -0.91 -1.43 1.08 -0.2496
C 0.37 -0.97 1.02 -0.5245
O 1.16 -1.35 1.85 -0.0057
O 0.68 0.43 0.31 -0.3645
Si 0.21 1.22 -0.98 0.4092
H -0.43 0.40 -1.98 -0.1012
H 1.42 1.77 -1.60 -0.0945
H -0.93 2.31 -0.57 -0.0609
```

[7]
Here is 2 unconnected molecules or ions with the total composition CH7N3 at a distorted geometry from the OMol25 dataset. Energies are from the ωB97M-V functional and the def2-TZVPD basis.

Values from the calculation:
- ΔE to the lowest compared entry with this formula, charge and spin (kcal/mol) = 123.4
- charge = 0
- E (Ha) = -206.367911
- LUMO level (spin up / spin down) (eV) = 0.84 / 1.07
- frontier orbital gap (spin up / spin down) (eV) = 7.78 / 8.94

```
11
Properties=species:S:1:pos:R:3:lowdin_charge:R:1
C 1.62 0.60 -0.27 0.0615
N -0.76 -1.45 0.49 -0.0019
N -1.44 0.67 -0.29 -0.0414
N -0.61 -0.50 -0.44 -0.1839
H 1.64 -0.01 -1.08 -0.0470
H 1.69 1.61 -0.38 -0.0420
H 1.80 0.15 0.65 -0.0276
H -1.33 -1.39 1.30 0.0711
H -0.29 -2.31 0.29 0.0787
H -1.02 1.42 -0.87 0.0628
H -1.31 1.20 0.60 0.0697
```

Number 3 is which compound? C3H4Cl2O